Molecular formula: H26NO11
Method: DFT, ωB97M-V/def2-TZVPD

- gap between HOMO and LUMO (eV) = 9.6

```
! RIJCOSX wB97M-V def2-TZVPD def2/J DEFGRID3
* xyz 1 1
N 0.094 0.472 -0.221
H 0.640 1.068 -0.733
H -0.129 1.022 0.629
H 0.496 -0.292 0.124
H -0.755 0.300 -0.931
O 0.228 3.291 -1.770
H -0.706 3.691 -1.784
H 0.715 4.174 -1.653
O -2.202 0.275 1.792
H -2.996 0.646 1.383
H -2.046 0.498 2.597
O 2.957 0.093 -2.130
H 4.056 -0.086 -2.323
H 2.837 0.992 -2.104
O 0.064 -2.209 -1.694
H -0.470 -2.653 -1.165
H 1.011 -2.341 -1.389
O 2.583 -2.237 -0.225
H 2.915 -2.308 0.582
H 3.160 -1.645 -0.464
O 0.872 4.167 2.073
H 0.495 3.213 2.466
H 1.602 3.750 1.516
O 1.239 1.054 2.542
H 1.068 1.178 3.504
H 2.275 0.784 2.461
O 0.009 -1.803 1.902
H -0.782 -1.329 2.116
H 0.282 -1.442 2.659
O -2.268 0.762 -2.708
H -2.496 0.171 -2.115
H -1.798 0.528 -3.418
O -3.124 -1.094 -1.405
H -3.049 -2.045 -1.316
H -3.685 -0.810 -0.761
O -0.852 -3.526 0.427
H -0.314 -2.962 1.062
H -1.929 -3.347 0.473
*
```